Molecular formula: C2H3F3O
Method: DFT, ωB97M-V/def2-TZVPD

Relative energy (zero: lowest compared OMol25 entry of this formula, charge and spin) in eV: 4.323
Calculated total energy in Ha: -452.69492
Frontier orbital gap (alpha / beta) in eV: 9.499 / 7.379
Lowest unoccupied orbital energy (alpha / beta) in eV: 0.256 / -0.487
Highest occupied orbital energy (alpha / beta) in Eh: -0.33967 / -0.28908
Molecular weight in g mol⁻¹: 100.0

Last column: natural (NBO) charge in e.
Positions of all 9 atoms, in Å:
O1 1.69 0.89 -0.54  -0.599
H1 1.47 1.47 0.30  0.500
F1 -1.91 -1.20 0.62  -0.347
C1 -1.41 -0.26 -0.19  0.837
H2 0.87 -0.29 1.08  0.193
H3 1.59 -1.14 -0.45  0.178
C2 1.33 -0.21 0.07  -0.036
F2 -1.56 0.95 0.48  -0.383
F3 -2.07 -0.20 -1.37  -0.344